The following is a quantum chemistry calculation of a structure of composition C36H45N10O2ReS2Si, from the Open Molecules 2025 dataset.

XYZ file:
```
97
Properties=species:S:1:pos:R:3:forces:R:3
Re -0.061 -0.364 0.244 -0.15 0.15 -0.30
C 4.359 -0.115 0.170 -0.01 -0.01 -0.03
C 2.937 -0.298 -0.288 0.11 -0.12 0.13
N 1.976 -0.299 0.607 -0.03 0.08 -0.07
N 2.433 -0.164 1.933 -0.06 -0.10 0.06
C 1.538 0.111 2.799 0.20 -0.04 0.02
S -0.168 0.353 2.436 0.03 -0.03 -0.06
S 2.037 0.309 4.483 -0.21 -0.11 0.02
C 3.152 -1.120 4.647 0.03 0.09 -0.08
C 2.455 -2.457 4.648 0.02 0.04 0.01
C 2.962 -3.493 3.872 -0.01 -0.01 -0.02
C 2.392 -4.759 3.921 0.00 0.00 -0.05
C 1.301 -4.998 4.742 -0.03 0.01 0.01
C 0.782 -3.964 5.512 -0.02 -0.01 -0.04
C 1.353 -2.703 5.464 0.02 0.02 -0.02
C 2.697 -0.478 -1.712 0.00 -0.03 -0.05
C 3.820 -0.751 -2.535 -0.06 0.00 0.05
C 3.716 -0.964 -3.882 -0.04 0.00 -0.05
C 2.456 -0.891 -4.488 0.05 0.00 -0.02
C 1.344 -0.636 -3.731 -0.04 0.04 0.04
C 1.427 -0.440 -2.339 -0.05 -0.05 0.01
O 0.273 -0.224 -1.732 0.03 0.21 0.10
H 4.399 0.359 1.141 0.00 0.01 -0.02
H 4.846 -1.090 0.259 -0.02 -0.01 -0.01
H 4.915 0.473 -0.555 0.02 0.01 0.00
H 3.889 -1.061 3.850 0.04 -0.03 0.03
H 3.668 -0.951 5.594 -0.03 0.04 0.02
H 3.823 -3.313 3.239 0.02 0.01 -0.01
H 2.806 -5.560 3.321 0.00 0.00 -0.01
H 0.860 -5.985 4.787 0.00 0.00 0.00
H -0.068 -4.143 6.158 0.00 -0.01 0.00
H 0.943 -1.899 6.063 0.00 0.00 0.01
H 4.798 -0.826 -2.086 0.01 0.00 0.00
H 4.598 -1.184 -4.467 0.00 0.00 0.00
H 2.356 -1.042 -5.555 0.00 0.00 0.00
H 0.357 -0.585 -4.171 0.00 0.00 0.00
N -4.500 0.980 -2.457 0.07 0.07 -0.09
N -3.785 0.493 -1.388 0.06 -0.04 0.07
N -4.341 0.174 -0.237 0.04 0.04 0.06
C -3.287 -0.209 0.464 -0.04 0.13 -0.05
N -2.161 -0.110 -0.256 -0.01 -0.13 -0.04
N -2.511 0.322 -1.462 0.01 -0.06 -0.02
H -5.436 1.160 -2.111 -0.03 -0.02 -0.02
H -4.058 1.865 -2.713 -0.09 0.01 0.06
H -3.330 -0.539 1.485 -0.03 -0.01 0.02
C -1.501 7.859 -1.159 0.00 -0.01 0.00
C -1.994 6.692 -0.318 -0.02 0.01 -0.02
N -2.819 5.750 -1.073 0.01 0.02 0.03
C -4.151 6.212 -1.484 -0.01 0.00 -0.01
C -4.263 6.409 -2.988 0.01 0.00 0.01
C -2.538 4.450 -1.256 -0.02 -0.06 -0.01
O -3.373 3.650 -1.687 0.04 -0.02 -0.03
C -1.160 3.921 -0.957 -0.03 0.06 -0.01
C 0.033 4.502 -1.360 0.00 -0.01 -0.01
C 1.216 3.823 -1.119 -0.01 -0.02 0.01
C 1.165 2.568 -0.540 -0.02 0.02 -0.13
N 0.016 1.978 -0.194 -0.01 -0.08 0.02
C -1.107 2.672 -0.365 0.00 0.01 0.11
H -0.871 8.513 -0.556 -0.01 0.01 0.00
H -2.333 8.454 -1.536 0.00 0.00 0.00
H -0.921 7.517 -2.018 0.01 0.00 0.01
H -2.602 7.068 0.510 0.01 -0.01 0.01
H -1.163 6.155 0.131 0.01 -0.01 0.00
H -4.337 7.149 -0.958 0.00 0.00 0.00
H -4.886 5.484 -1.142 0.00 0.00 0.00
H -3.540 7.144 -3.342 0.00 0.00 0.00
H -5.261 6.762 -3.245 0.00 0.00 0.00
H -4.089 5.469 -3.510 0.00 0.00 0.00
H 0.043 5.460 -1.862 0.00 0.01 0.00
H 2.171 4.243 -1.399 0.00 0.00 0.00
H 2.071 2.008 -0.365 -0.01 0.00 -0.02
H -2.026 2.228 -0.021 -0.03 -0.03 0.01
C -2.923 -3.494 -0.186 -0.09 0.07 -0.01
Si -1.471 -3.324 0.987 -0.07 -0.10 0.03
C -0.641 -4.969 1.229 0.00 -0.02 0.04
C -1.968 -2.697 2.669 -0.05 -0.06 0.03
N -0.244 -2.247 0.228 0.30 0.13 0.13
C 0.700 -2.983 -0.581 -0.05 -0.01 0.06
C 0.320 -3.358 -1.865 0.05 0.07 0.02
C 1.205 -4.066 -2.663 0.04 -0.03 0.02
C 2.460 -4.410 -2.177 -0.03 -0.01 -0.05
C 2.822 -4.055 -0.885 0.01 0.04 0.04
C 1.944 -3.341 -0.082 -0.01 -0.11 0.06
H -3.868 -3.319 0.332 -0.02 -0.03 -0.02
H -2.950 -4.507 -0.590 -0.02 0.00 -0.01
H -2.876 -2.806 -1.033 0.03 0.01 0.03
H -1.335 -5.648 1.731 -0.01 0.00 0.01
H 0.241 -4.864 1.863 0.02 -0.03 0.01
H -0.339 -5.428 0.287 -0.01 0.00 0.01
H -2.797 -3.322 3.016 0.02 0.00 0.02
H -2.280 -1.658 2.744 0.02 0.00 0.00
H -1.141 -2.829 3.370 0.05 0.01 0.00
H -0.656 -3.065 -2.231 0.04 -0.01 -0.03
H 0.915 -4.349 -3.666 0.00 0.00 0.00
H 3.151 -4.961 -2.800 0.00 0.00 0.00
H 3.792 -4.341 -0.498 0.00 -0.01 0.01
H 2.197 -3.086 0.941 0.04 0.04 -0.01
```
Forces are in eV/Å.

As for the orbital gap (spin up / spin down): 6.775 / 7.155 eV. Its multiplicity is 2. The LUMO energy (spin up / spin down) comes out at -3.4 / -3.3 eV. For the largest force on an atom, the calculation gives 0.365 eV/A. The value obtained for the energy above the lowest of the compared OMol25 structures with the same formula, charge and spin is 0.0 kJ/mol. As for the expectation value of S²: 0.76. As for the charge: +1.